C20H20IO6PRe as an isolated structure. Source: the OMol25 dataset; level of theory: ωB97M-V with the def2-TZVPD basis set.

Values from the calculation:
E_LUMO (alpha / beta): -8.74 / -8.43 eV
HOMO-LUMO gap (alpha / beta): 4.781 / 5.092 eV
Max |F|: 0.018 hartree/bohr
Highest occupied orbital energy (alpha / beta): -13.520 / -13.519 eV

```
! wB97M-V def2-TZVPD RIJCOSX def2/J DEFGRID3
* xyz 2 2
Re 0.01547 -0.11183 0.94868
I -0.83212 1.66062 2.64118
C -1.65657 0.16136 3.82655
C -2.47877 0.40807 4.89568
C -2.87005 -0.66041 5.72110
C -2.39092 -1.92236 5.48752
C -1.53105 -2.17317 4.39195
C -0.98254 -3.45264 4.16059
C -0.12072 -3.70247 3.11067
C 0.19789 -2.67507 2.23255
C -0.34300 -1.37389 2.36443
C -1.18065 -1.11564 3.51780
H -2.82712 1.40994 5.11227
H -3.52864 -0.47400 6.55737
H -2.66001 -2.73754 6.14565
H -1.23201 -4.25446 4.84469
H 0.29716 -4.69035 2.97909
H 0.88545 -2.88239 1.41509
C -2.29571 -0.29721 -3.03908
O -1.49171 -0.35896 -1.81929
P -2.06749 -0.31304 -0.36245
O -3.05312 -1.51524 -0.12516
C -2.64977 -2.90663 -0.12043
O -2.99098 0.93237 -0.19393
C -4.44294 0.95287 -0.05531
H -3.14027 -0.97849 -2.95686
H -1.63742 -0.60310 -3.84414
H -2.62647 0.72846 -3.18130
H -2.94194 -3.32741 0.83722
H -1.57485 -3.00427 -0.26946
H -3.17649 -3.40466 -0.92946
H -4.70993 1.99990 0.03432
H -4.72998 0.40056 0.83496
H -4.90337 0.51768 -0.93810
O 4.14353 -0.81882 0.67501
C 4.63418 0.34954 1.13568
C 6.00478 0.36371 1.40011
C 6.60859 1.51313 1.85760
C 5.86866 2.68184 2.07593
C 4.52031 2.67665 1.82025
C 3.87076 1.51496 1.34737
C 2.44106 1.64228 1.17342
O 1.74960 2.60459 1.33736
O 1.76825 0.43493 0.76973
H 3.21096 -0.70347 0.45875
H 6.57000 -0.54087 1.22950
H 7.67465 1.51132 2.03958
H 6.35082 3.57355 2.44738
H 3.92387 3.56463 1.97537
*
```

***

C20H20IrN7O2S2 as an isolated structure at a distorted geometry. Source: the OMol25 dataset; level of theory: ωB97M-V with the def2-TZVPD basis set.

Values from the calculation:
E_LUMO: -6.14 eV
HOMO-LUMO gap: 7.434 eV
Max |F|: 0.116 hartree/bohr
Highest occupied orbital energy: -13.571 eV

```
! wB97M-V def2-TZVPD RIJCOSX def2/J DEFGRID3
* xyz 2 1
Ir 0.20234 0.63634 -0.18151
C -1.76480 -2.70606 2.63756
C -1.28560 -1.52063 1.85548
N -0.61796 -1.52040 0.78161
N -0.19741 -2.68027 0.21798
C 0.32773 -2.64364 -1.02990
N 0.78577 -3.79521 -1.51164
S 0.35542 -1.22826 -1.94318
C -1.54276 -0.15365 2.37512
C -2.38626 0.03525 3.44839
C -2.54575 1.30758 3.97841
C -1.83213 2.34456 3.42423
C -1.01598 2.09320 2.33247
N -0.87679 0.87507 1.79341
H -1.46984 -3.66580 2.22466
H -2.85564 -2.70158 2.67742
H -1.39887 -2.65442 3.66433
H -0.29414 -3.55496 0.71330
H 0.78301 -4.65340 -0.98293
H 1.11401 -3.83269 -2.46240
H -2.92281 -0.79817 3.87677
H -3.20916 1.47159 4.81726
H -1.89531 3.34824 3.82058
H -0.43936 2.88254 1.88396
N 4.13149 0.78338 0.89401
C 3.79963 0.13009 2.07361
C 4.57244 -0.21085 3.17965
C 3.92661 -0.86787 4.20048
C 2.55806 -1.17897 4.11831
C 1.80303 -0.84068 3.01635
C 2.44265 -0.17214 1.97365
N 1.98662 0.30654 0.73016
C 3.02584 0.86188 0.14463
C 2.86533 1.43697 -1.16553
C 3.71959 2.06706 -2.00322
S 2.90409 2.48063 -3.44165
C 1.47169 1.79597 -2.85390
N 1.59514 1.29401 -1.65387
H 5.03972 1.14312 0.64952
H 5.62627 0.02742 3.23770
H 4.48091 -1.14703 5.08601
H 2.08985 -1.69390 4.94649
H 0.75503 -1.07124 2.97082
H 4.76242 2.30297 -1.86111
H 0.55037 1.78580 -3.42029
C -1.27467 4.25572 -0.87310
C -0.67158 2.92227 -0.61275
O -1.26548 1.86336 -0.98135
O 0.43276 2.78366 0.00555
H -1.71745 4.28235 -1.86689
H -0.53004 5.03896 -0.75652
H -2.08009 4.41738 -0.15266
*
```

***

C20H20N2O2 as an isolated structure at a distorted geometry. Source: the OMol25 dataset; level of theory: ωB97M-V with the def2-TZVPD basis set.

Values from the calculation:
E_LUMO: 0.63 eV
HOMO-LUMO gap: 9.140 eV
Max |F|: 0.376 hartree/bohr
Highest occupied orbital energy: -8.506 eV

```
! wB97M-V def2-TZVPD RIJCOSX def2/J DEFGRID3
* xyz 0 1
C 6.07822 1.77734 0.21427
H 6.77997 1.44898 -0.37530
O 4.78141 1.19138 -0.38946
C 3.67705 1.53874 0.28616
C 2.56601 1.03641 -0.15051
C 1.43696 1.08077 0.27173
C 1.32051 1.86634 1.39115
C 2.22730 2.72059 1.76360
C 3.54914 2.50474 1.27484
H 4.32937 2.92334 1.82211
H 2.16240 3.25514 2.42986
H 0.22389 2.24604 1.51756
N 0.25959 0.50791 -0.25038
C -1.02661 0.43606 -0.28467
O -1.60132 1.37824 0.55773
C -1.71690 -0.61231 -0.98527
N -1.34025 -0.71723 -2.19673
C -1.62768 0.06943 -3.34630
C -1.08490 -0.21999 -4.60705
C -0.03402 -1.37403 -4.15340
C -0.34757 -1.42564 -2.80985
H 0.23621 -2.39017 -2.24916
H 0.62632 -1.84828 -4.84583
H -0.89771 0.08495 -5.51079
H -2.55386 1.06507 -3.48216
H -2.93794 -0.16711 -1.09177
C -1.85637 -1.83533 -0.06688
C -2.60224 -1.69001 0.91268
C -3.81398 -1.78354 1.19140
C -4.57638 -1.58267 2.40842
C -3.87341 -1.23217 3.38538
C -2.47671 -1.08162 3.43551
C -1.83721 -1.46051 2.18974
H -0.71784 -1.33559 2.29579
H -1.84013 -0.99065 4.38023
H -4.37197 -1.17127 4.25168
H -5.74794 -1.40066 2.37914
H -4.40563 -2.16135 0.27340
H -0.81274 -2.22355 -0.12343
H -2.24333 -2.66818 -0.98208
H 0.60240 -0.40445 -1.05626
H 3.03219 0.03354 -1.19315
H 6.36236 1.63132 1.28293
H 6.09333 2.97998 0.23514
*
```

***

One molecule with the formula C20H20N2O3S. Source: the OMol25 dataset; level of theory: ωB97M-V with the def2-TZVPD basis set.

Values from the calculation:
E_LUMO: -0.02 eV
HOMO-LUMO gap: 8.447 eV
Max |F|: 0.014 hartree/bohr
Highest occupied orbital energy: -8.463 eV
SMILES string: O=C(Cn1cc(C(=O)c2cccs2)c2ccccc21)NC[C@@H]1CCCO1

```
! wB97M-V def2-TZVPD RIJCOSX def2/J DEFGRID3
* xyz 0 1
O -1.13215 -2.19688 2.68398
C -0.65987 -1.24781 2.09824
C -1.41105 0.09431 2.01738
N -1.07643 0.86273 0.85570
C -0.46842 2.07633 0.83715
C -0.22314 2.47600 -0.45720
C 0.43298 3.68435 -0.94346
O 0.98639 3.73184 -2.03103
C 0.40298 4.88062 -0.09132
C 1.17327 5.99869 -0.28557
C 0.90272 7.02808 0.63204
C -0.08578 6.69605 1.50641
S -0.69430 5.11743 1.23336
C -0.70135 1.41323 -1.29915
C -0.72831 1.21771 -2.67745
C -1.28254 0.05148 -3.15773
C -1.81596 -0.91213 -2.29783
C -1.80749 -0.73879 -0.92982
C -1.24310 0.43225 -0.44125
N 0.54942 -1.24474 1.50834
C 1.35343 -2.43423 1.36127
C 1.19644 -3.06233 -0.03952
C -0.07216 -3.91742 -0.15522
C 0.45290 -5.31942 0.14700
C 1.85212 -5.25435 -0.45953
O 2.29965 -3.91954 -0.28699
H -1.17373 0.67263 2.91460
H -2.48245 -0.13379 2.03588
H -0.21611 2.56341 1.75977
H 1.90846 6.05449 -1.06782
H 1.41196 7.97495 0.64012
H -0.49697 7.28603 2.30179
H -0.31107 1.96293 -3.33529
H -1.30835 -0.12799 -4.22211
H -2.24558 -1.81059 -2.71520
H -2.22290 -1.48205 -0.26674
H 0.83605 -0.44011 0.97191
H 2.40559 -2.18101 1.51074
H 1.04012 -3.14325 2.12957
H 1.21104 -2.25296 -0.78460
H -0.46901 -3.86727 -1.16950
H -0.83871 -3.59786 0.54558
H 0.51280 -5.47736 1.22386
H -0.15350 -6.10675 -0.29339
H 2.57083 -5.91775 0.02602
H 1.82128 -5.48914 -1.53298
*
```

***

Computed ΔE to the lowest compared entry with this formula, charge and spin, in the same sequence as the records: 42.23 53.17 470.10 9.77 kcal/mol.